Record 1
13 unconnected molecules or ions with the total composition H26O13. Source: the OMol25 dataset; level of theory: ωB97M-V with the def2-TZVPD basis set.

Its HOMO-LUMO gap is 9.79 eV.

Positions of all 39 atoms, in Å:
O 0.0681 2.3495 2.4069
H 0.4186 2.6165 1.5417
H 0.2924 1.4064 2.4657
O -2.6271 0.4496 2.5198
H -2.3988 0.8692 1.6835
H -2.2734 1.0443 3.1895
O -0.6707 -2.1514 -0.1822
H -1.0704 -3.0155 -0.0371
H -0.9518 -1.8969 -1.0888
O 1.0600 3.2454 -0.0848
H 1.0948 3.7375 -0.9109
H 0.8931 2.3200 -0.3486
O 1.0496 -0.3468 2.9592
H 1.5387 -1.0041 3.4600
H 1.1701 -0.6055 2.0299
O -2.1695 3.8298 0.0174
H -2.1910 2.8828 -0.1611
H -1.3143 3.9759 0.4385
O -0.0208 0.5528 -0.2881
H -0.0394 -0.4171 -0.2037
H -0.9576 0.8000 -0.2763
O 1.4707 -2.8865 -2.2270
H 2.3948 -2.7070 -2.4228
H 1.1963 -2.1842 -1.6260
O -1.3391 -1.1300 -2.6508
H -0.4043 -0.9314 -2.8615
H -1.8435 -0.7959 -3.3970
O 1.1296 0.0557 -3.0926
H 1.2551 0.5250 -2.2559
H 1.9873 -0.3209 -3.3118
O 1.2105 -3.6883 1.6544
H 0.7237 -2.9630 1.2424
H 1.8575 -3.2623 2.2225
O -2.7719 0.9939 -0.2845
H -2.7151 0.7561 -1.2198
H -3.7112 0.9680 -0.0645
O 2.5458 -1.0645 0.5736
H 3.1250 -1.7660 0.2549
H 2.9881 -0.2409 0.3360

Forces on the atoms, in the same order (eV/Å):
-0.005 -0.266 -0.371
-0.125 0.160 0.537
-0.035 0.262 0.296
-0.177 0.004 0.026
0.191 -0.035 0.203
0.086 0.018 -0.073
0.004 0.059 -0.526
0.020 0.009 0.064
-0.293 -0.303 0.389
0.112 -0.468 -0.436
-0.061 0.116 0.071
-0.046 0.238 0.100
-0.083 -0.116 -0.456
-0.008 0.070 0.100
0.073 0.017 0.371
0.135 0.134 -0.124
-0.109 0.022 0.128
-0.050 -0.034 0.048
0.340 -0.022 -0.302
0.043 0.329 0.323
0.215 -0.086 0.281
0.095 0.049 -0.125
0.004 -0.091 0.008
0.043 -0.169 0.206
0.132 0.119 0.003
-0.168 0.174 -0.186
-0.017 -0.146 -0.040
0.181 0.136 0.111
-0.235 -0.036 0.040
-0.054 -0.029 -0.102
0.024 -0.004 -0.058
0.075 0.027 -0.037
-0.037 -0.003 0.042
-0.210 0.045 -0.585
-0.096 -0.139 0.055
0.059 0.005 0.139
0.102 0.039 -0.378
-0.093 -0.089 0.095
-0.031 0.005 0.162

Results of the natural (NBO) charge analysis, in e, for atoms 1 through 2: -0.98 0.48

***

Record 2
13 unconnected molecules or ions with the total composition H26O13 in a non-equilibrium geometry. Source: the OMol25 dataset; level of theory: ωB97M-V with the def2-TZVPD basis set.

Its HOMO-LUMO gap is 8.51 eV.

Positions of all 39 atoms, in Å:
H -0.8279 0.7698 0.2701
H 0.6353 0.7086 -0.1364
H -3.1440 3.3883 -0.8682
H -2.0992 3.2229 0.2231
H 1.2845 -3.0909 2.3766
H 0.0931 -3.8220 2.9733
H 3.3212 -3.7450 1.0737
H 2.6286 -2.4201 0.7999
H 4.8436 0.6314 -2.4730
H 4.3052 0.9263 -1.0826
H -4.8197 -1.1190 0.9783
H -5.6507 -0.0778 1.7098
H 2.2273 2.0200 -0.3873
H 1.0469 2.7852 0.1880
H 2.0595 -3.2711 -1.3705
H 2.4223 -1.8186 -1.6322
H -4.5736 2.4036 -2.3274
H -4.5013 1.2295 -1.3650
H -2.2638 -0.9356 -1.4426
H -2.5665 -0.8427 0.0439
H 4.0979 2.8180 1.3721
H 3.0318 3.6304 2.0887
H -0.3165 2.0293 1.9463
H -0.3907 0.9852 3.0483
H -0.1610 -2.6111 -1.7475
H -1.3624 -3.5416 -1.7787
O -0.1705 0.1801 -0.1160
O -2.2558 3.6665 -0.6181
O 0.4996 -3.5930 2.1300
O 2.8676 -3.2538 0.3795
O 5.0678 0.5533 -1.5389
O -5.4760 -1.0251 1.6778
O 1.8088 2.8882 -0.3933
O 1.6676 -2.3966 -1.4732
O -3.9768 1.7162 -2.0108
O -2.3542 -1.4768 -0.6502
O 3.4595 3.5263 1.2313
O 0.0719 1.7922 2.7960
O -1.1246 -2.6091 -1.7242

Forces on the atoms, in the same order (eV/Å):
-0.016 -0.105 -0.253
-0.117 -0.032 -0.127
0.178 -0.255 -0.158
-0.104 0.176 -0.103
-0.174 -0.106 -0.059
-0.055 -0.001 -0.072
0.079 -0.126 -0.066
-0.170 -0.019 -0.356
0.081 0.025 0.028
0.172 0.042 -0.072
0.010 -0.230 -0.052
-0.073 -0.112 0.083
0.076 0.282 0.091
0.140 0.212 -0.071
-0.052 0.192 0.197
-0.133 -0.115 -0.116
-0.032 -0.105 -0.206
-0.011 -0.134 -0.133
0.210 -0.214 0.061
-0.259 0.270 0.224
0.104 0.159 0.104
0.034 0.027 -0.011
0.057 0.006 0.219
0.080 -0.026 0.007
0.305 0.148 -0.045
-0.031 0.073 -0.044
0.196 0.183 0.244
0.114 0.114 0.372
0.052 0.013 0.303
0.891 -0.379 1.171
-0.254 -0.050 0.016
0.099 0.284 -0.084
-1.036 -0.643 -0.946
-0.182 0.430 -0.987
-0.192 0.184 0.282
-2.801 2.274 2.180
0.838 0.069 0.864
-0.092 0.053 -0.130
2.068 -2.564 -2.355

Results of the natural (NBO) charge analysis, in e, for atoms 1 through 2: 0.44 0.45

***

Record 3
13 unconnected molecules or ions with the total composition H26O13 in a non-equilibrium geometry. Source: the OMol25 dataset; level of theory: ωB97M-V with the def2-TZVPD basis set.

Its HOMO-LUMO gap is 10.86 eV.

Positions of all 39 atoms, in Å:
O -2.3997 1.6720 2.3899
H -1.4745 1.7236 2.2384
H -2.8298 1.8852 1.4685
O -2.1219 -0.9113 0.3383
H -2.6349 -0.2327 0.9035
H -1.3791 -0.1660 0.0243
O 2.9831 -1.5574 -2.0954
H 3.4859 -1.3047 -2.7252
H 2.7881 -1.7004 -1.2120
O -0.0251 0.1813 -1.0190
H 0.3710 -0.6642 -1.2111
H 0.7462 0.6915 -1.1791
O 0.7515 1.6088 -3.5164
H 0.6624 2.4791 -3.5680
H 0.4770 1.0319 -4.2049
O -1.2061 -2.8383 -2.4123
H -1.4714 -2.4346 -3.2113
H -2.0213 -2.4144 -1.8126
O 0.7081 -2.5054 0.3701
H 0.0594 -2.6498 1.0182
H 0.3834 -2.6540 -0.5008
O -2.9505 -0.8908 -2.2126
H -2.8184 -0.6556 -1.3005
H -2.1226 -0.3320 -2.4803
O 3.5073 -1.0283 1.3933
H 4.0731 -0.6854 2.1016
H 3.3611 -1.9220 1.7799
O 1.3454 3.3613 1.2330
H 1.3664 2.7835 1.9518
H 1.9060 3.1753 0.5402
O 0.0971 -1.0779 3.1031
H 0.9111 -1.3948 3.0411
H -0.4038 -1.1698 2.1438
O 0.5283 1.4733 3.1754
H 0.6801 0.6364 2.8379
H 0.5236 1.3756 4.2025
O -1.5086 2.5004 -0.6588
H -0.8535 2.8301 -0.1779
H -1.4564 1.8670 -1.3790

Forces on the atoms, in the same order (eV/Å):
-2.972 0.150 -2.628
1.597 0.207 -0.075
1.412 -0.282 2.622
1.531 4.834 0.650
0.673 -1.837 -0.670
-1.848 -2.868 0.772
-7.041 -2.929 3.128
5.903 2.791 -5.075
1.067 0.185 2.164
-0.593 -0.637 0.078
-0.296 -1.153 -0.064
0.904 1.667 -0.255
1.511 -5.672 2.473
-1.004 5.475 -1.349
-0.481 0.279 -1.107
-2.176 0.645 3.879
-0.212 0.492 -1.654
2.986 -1.596 -2.205
2.589 0.802 -0.097
-1.624 -0.604 0.720
-1.021 -0.619 -0.963
2.246 2.297 -1.678
-0.757 -0.375 1.768
-2.047 -1.569 -0.239
0.109 -1.083 1.284
0.036 0.496 -0.430
-0.214 0.567 -0.894
-2.565 2.933 -0.035
0.319 -1.932 1.706
2.078 -1.045 -1.778
-7.691 1.595 -2.902
5.578 -2.511 -0.922
2.022 0.363 3.590
-0.156 3.527 3.682
0.239 -2.922 -0.671
-0.090 0.125 -3.022
-6.527 -1.619 -2.767
5.171 1.457 2.429
1.345 0.367 0.533

Results of the natural (NBO) charge analysis, in e, for atoms 1 through 2: -0.96 0.48

***

Record 4
13 unconnected molecules or ions with the total composition H26O13 in a non-equilibrium geometry. Source: the OMol25 dataset; level of theory: ωB97M-V with the def2-TZVPD basis set.

Its HOMO-LUMO gap is 10.80 eV.

Positions of all 39 atoms, in Å:
O 3.1807 1.1267 -0.0159
H 3.9059 1.1693 0.5669
H 2.5582 0.4826 0.3436
O -1.7221 -2.4898 1.9788
H -2.4997 -2.1874 1.5257
H -1.3981 -1.8560 2.6120
O 0.7885 -3.1042 1.0142
H -0.1723 -2.9141 1.2446
H 1.2450 -3.4742 1.7602
O 0.3377 1.8894 -3.1761
H 0.3975 2.0054 -4.1137
H 1.1746 1.3677 -2.9872
O -0.4036 1.8202 1.4993
H -0.0023 1.0051 1.1924
H -0.0133 2.4285 0.7614
O 0.9137 -0.3596 0.3988
H 0.9192 -1.1815 0.8909
H 0.1846 -0.3598 -0.2982
O -0.6616 -0.3023 3.3002
H -0.4381 0.5830 3.0820
H 0.0853 -0.4260 3.9180
O -3.1171 1.3343 1.5811
H -2.1920 1.7522 1.6140
H -3.2620 0.9196 2.4378
O 0.8406 2.9110 -0.6107
H 0.5227 2.5197 -1.5063
H 1.5532 2.1996 -0.4656
O 2.6767 0.4641 -2.6297
H 2.7262 -0.4513 -2.5264
H 2.9786 0.8324 -1.8219
O 1.2176 -2.2147 -2.1340
H 1.2972 -2.3845 -1.1954
H 0.3998 -1.7311 -2.3186
O -3.1912 -0.6551 -0.2404
H -3.0120 0.1397 0.3226
H -4.0587 -0.5596 -0.5640
O -0.9465 -0.3437 -1.7907
H -1.0405 0.3997 -2.3911
H -1.7720 -0.3555 -1.2588

Forces on the atoms, in the same order (eV/Å):
-1.015 0.167 -0.977
1.357 0.217 1.008
-0.448 -0.395 0.018
0.668 -1.522 -0.235
-0.447 0.633 -0.285
-0.245 0.973 0.225
-0.975 0.896 -0.637
0.926 -0.613 0.128
-0.068 -0.312 0.558
0.846 -0.949 0.846
-0.162 0.403 -0.852
-0.628 0.112 -0.153
0.384 1.675 -0.969
0.202 -0.938 -0.024
-0.799 -0.563 1.179
-0.733 1.120 -0.870
-0.265 -0.837 -0.062
1.122 -0.357 0.600
1.013 -1.086 1.509
-0.342 1.876 -1.169
-0.620 -0.708 -0.054
1.151 0.693 -0.071
-1.069 -0.784 0.005
0.124 0.074 0.012
0.898 -2.888 -1.767
0.069 1.530 1.580
-0.817 1.797 0.256
-0.695 2.095 -1.869
-0.256 -2.624 0.230
0.752 0.560 1.469
0.525 -0.073 -0.857
-0.405 0.009 0.305
0.054 -0.062 0.567
2.006 -0.033 0.749
-0.543 -0.237 0.175
-1.634 0.239 -0.624
-0.219 -0.059 0.594
0.350 0.368 -0.217
-0.065 -0.397 -0.320

Results of the natural (NBO) charge analysis, in e, for atoms 1 through 2: -0.99 0.49

***

Record 5
13 unconnected molecules or ions with the total composition H26O13 in a non-equilibrium geometry. Source: the OMol25 dataset; level of theory: ωB97M-V with the def2-TZVPD basis set.

Its HOMO-LUMO gap is 9.62 eV.

Positions of all 39 atoms, in Å:
O 0.6886 -1.7263 -2.6335
H 0.8435 -2.6418 -2.3136
H -0.1196 -1.7091 -3.1230
O 1.4685 1.9122 -1.1705
H 1.3115 1.4906 -2.0318
H 1.1729 1.1925 -0.6088
O 0.2236 2.2356 1.9859
H -0.3487 2.9718 2.3312
H 0.8192 2.0810 2.7192
O 2.4659 -0.3818 3.6605
H 1.6539 -0.7495 3.2750
H 2.9822 0.1334 3.0306
O -1.7575 -0.1274 -1.4454
H -1.8489 0.8091 -1.1077
H -2.2898 -0.4947 -0.7329
O 3.0983 -0.7668 -0.7031
H 3.3316 -0.6616 -1.5997
H 2.1700 -1.0174 -0.7001
O -2.3787 1.0790 1.8257
H -1.4600 1.3454 1.9808
H -2.8476 1.4399 2.5708
O 3.0449 1.0955 1.4020
H 3.0591 0.3834 0.7444
H 2.7961 1.8710 0.9728
O 0.5489 -0.3773 0.0846
H 0.1881 -0.3821 0.9590
H -0.2270 -0.3479 -0.5162
O -0.1145 0.9594 -3.4264
H -0.8816 0.7159 -2.8935
H 0.3444 0.1516 -3.4091
O -0.2699 -0.9265 2.7700
H -0.4916 -1.7886 3.0637
H -0.6672 -0.2718 3.3327
O -1.9841 -1.8397 -3.5232
H -1.8700 -1.2314 -2.8218
H -2.6651 -1.5141 -4.1043
O -3.4110 -1.2941 0.5110
H -2.6798 -1.1494 1.1033
H -3.8985 -0.4678 0.5415

Forces on the atoms, in the same order (eV/Å):
1.510 -0.564 1.023
-0.370 0.950 -0.509
-0.987 -0.743 -0.735
0.011 0.023 -0.611
0.031 0.705 -0.053
0.032 -0.175 0.785
-1.589 1.091 0.622
0.930 -0.704 -0.682
0.681 -0.361 0.197
-0.257 -0.445 1.086
0.719 0.543 -0.354
-0.535 -0.006 -0.555
-0.295 2.483 1.228
0.530 -0.754 -1.032
-0.773 -1.496 0.229
0.066 -0.558 1.492
0.467 0.299 -1.536
-0.353 0.086 0.060
0.121 -0.229 -0.234
0.403 0.055 -0.344
-0.515 0.206 0.383
0.764 -1.908 1.637
0.098 0.204 -0.433
-0.649 1.908 -1.426
-0.438 -0.129 -1.172
-0.169 -0.073 1.169
0.602 -0.270 0.177
-1.149 1.370 -0.013
0.063 0.429 -0.242
1.442 -1.669 -0.280
0.663 0.821 -1.117
-0.454 -1.162 0.649
-0.340 0.120 0.540
0.356 -1.649 -1.158
-0.445 1.215 1.156
-0.202 0.279 -0.179
-0.168 -0.180 -0.760
0.401 0.159 0.751
-0.204 0.128 0.243

Results of the natural (NBO) charge analysis, in e, for atoms 1 through 2: -0.99 0.49

***

Record 6
13 unconnected molecules or ions with the total composition H26O13 in a non-equilibrium geometry. Source: the OMol25 dataset; level of theory: ωB97M-V with the def2-TZVPD basis set.

Its HOMO-LUMO gap is 9.91 eV.

Positions of all 39 atoms, in Å:
O 3.0991 -1.7024 0.0565
H 3.8601 -2.3708 0.0760
H 2.6967 -1.8114 0.8348
O 0.5865 -0.6137 -3.7966
H 1.2923 -0.0494 -4.0069
H 0.8194 -0.9200 -2.8873
O -0.3822 2.6944 2.4195
H 0.3784 3.2149 2.0932
H -0.2614 3.1570 3.1860
O 0.5214 -1.2757 -0.7806
H 0.1644 -0.7575 -0.1454
H 0.9748 -2.0673 -0.5735
O -3.5957 0.4765 -0.7017
H -3.4176 1.4644 -0.7928
H -4.3960 0.1004 -1.3233
O 0.1528 1.7921 -1.6059
H -0.3147 1.2285 -0.9537
H -0.3892 1.6546 -2.2836
O 2.4987 1.2956 -0.7369
H 3.0468 0.5024 -0.4101
H 1.9991 1.1294 -1.3607
O -2.0891 0.7212 -2.8303
H -1.6229 0.6902 -3.7144
H -2.0597 -0.0817 -2.5817
O -0.7116 0.0635 1.8585
H -1.0762 0.3517 1.0697
H -0.3815 0.9193 2.2711
O -3.2174 0.8164 1.6920
H -2.9264 -0.2334 1.4601
H -2.3745 1.2138 1.7947
O 2.1646 2.4586 1.5057
H 2.1987 1.4995 1.3250
H 2.3124 3.0087 0.6468
O 1.1731 -3.2194 1.7874
H 0.4351 -3.6148 2.1627
H 1.8848 -3.1526 2.3808
O -1.1824 -3.1376 1.1012
H -0.6471 -3.2868 0.3132
H -1.2139 -2.1590 1.4504

Forces on the atoms, in the same order (eV/Å):
4.576 -0.834 -4.668
-1.601 1.518 -0.136
-2.754 -0.650 4.785
-1.083 -1.461 1.365
1.495 1.272 -0.653
-0.552 0.270 -0.620
0.403 -0.151 -2.608
0.338 -1.293 -1.848
-1.010 1.205 4.631
0.552 -0.989 -5.270
-1.104 1.577 3.790
0.633 -0.654 1.326
-2.475 -0.689 -2.391
-1.068 -2.113 -0.323
3.185 2.310 2.083
2.711 0.307 5.073
0.710 0.681 -0.275
-3.614 -0.660 -4.888
9.887 1.019 10.602
-1.545 1.521 -1.445
-7.812 -3.093 -9.570
0.663 9.159 -5.123
-0.705 0.067 1.322
0.140 -9.256 3.264
2.383 -0.312 2.515
-1.138 0.868 -2.493
-0.288 -0.979 -0.431
-0.255 -4.663 -0.474
-1.605 4.669 1.038
0.888 0.736 0.651
0.388 1.847 -0.826
-0.084 1.237 -0.670
-0.261 -2.486 2.027
1.953 1.275 -2.504
-2.195 -1.008 1.245
1.091 -0.248 1.507
-1.426 1.759 1.393
-0.132 0.988 0.228
0.712 -2.748 -1.629

Results of the natural (NBO) charge analysis, in e, for atoms 1 through 2: -0.94 0.48

***

How do the records compare in energy relative to the best compared isomer or geometry (same formula, charge and spin)? In the order shown, they have 1.456 5.817 6.063 0.000 1.596 6.919 eV.